(1)
# C11H22NO10PS

A cluster of 2 separate species, C11H22NO10PS in total at a distorted geometry (ωB97M-V/def2-TZVPD, OMol25).

The HOMO energy is -8.92 eV. The value obtained for the total energy is -53854.350 eV. As for the SMILES: CCN[C@]1(COCC)C(=O)OC[C@@H]1P(=O)(O)O.O=S1(=O)OCCO1. As for the energy above the lowest of the compared OMol25 structures with the same formula, charge and spin: 0.0 kcal per mole.

CARTESIAN COORDINATES (ANGSTROEM)
C  4.669642  -1.805984  1.676972
C  3.447061  -0.952797  1.383702
N  2.445704  -1.793910  0.749623
C  1.147744  -1.205434  0.324544
C  0.028330  -1.997065  0.983938
O  -1.103428  -2.025297  0.133288
C  -2.324061  -2.073540  0.837097
C  -3.449889  -1.779604  -0.129021
C  1.185136  -1.364047  -1.213471
O  0.958013  -2.352795  -1.885109
O  1.604956  -0.190949  -1.774032
C  1.721793  0.853944  -0.803179
C  0.964224  0.296944  0.392725
P  0.983123  1.185535  1.962172
O  0.679598  0.360866  3.141876
O  2.402412  1.901302  2.088249
O  -0.072510  2.369749  1.758756
H  4.417464  -2.591775  2.379842
H  5.024172  -2.294982  0.771965
H  5.482181  -1.210608  2.077079
H  3.053345  -0.636458  2.342240
H  3.764020  -0.097619  0.789091
H  2.842601  -2.364103  0.019608
H  -0.206798  -1.561057  1.951437
H  0.409565  -3.000903  1.145488
H  -2.347765  -1.325900  1.630709
H  -2.475387  -3.052539  1.294657
H  -3.481888  -2.510673  -0.926641
H  -3.333341  -0.775873  -0.521242
H  -4.384613  -1.808716  0.424956
H  2.747837  1.126411  -0.592120
H  1.216218  1.700490  -1.254616
H  -0.083193  0.415642  0.103621
H  2.502642  2.152009  3.011379
H  -0.721375  2.070499  1.104449
O  -2.159951  1.476060  -0.042482
S  -2.494968  2.623888  -0.824180
O  -2.609839  3.901473  -0.235830
O  -3.806044  2.279482  -1.656474
C  -3.557419  2.431568  -3.065123
C  -2.083678  2.116942  -3.218903
O  -1.480829  2.709135  -2.053558
H  -3.784411  3.460654  -3.347233
H  -4.192051  1.749266  -3.622147
H  -1.648812  2.549106  -4.114492
H  -1.895530  1.041664  -3.199609

Force components x, y, z for each atom (eV/Å):
C -0.105 -0.130 -0.172
C 0.314 -0.729 0.187
N -0.370 0.727 0.287
C 0.875 -0.949 -0.576
C -0.122 -0.351 -0.486
O 0.070 0.501 0.270
C -0.388 0.080 -0.307
C 0.055 0.001 0.430
C -0.558 -1.230 -0.970
O 0.615 1.673 1.173
O 0.212 -0.505 -0.170
C -0.534 -0.004 -0.135
C -0.193 0.652 0.178
P -0.292 -0.448 0.894
O 0.078 -0.077 -0.181
O -0.252 0.286 -0.461
O 0.688 -0.199 -0.470
H -0.023 -0.107 0.192
H 0.126 0.000 -0.183
H 0.119 0.113 0.104
H -0.145 0.394 0.054
H -0.087 0.269 -0.023
H 0.013 -0.086 -0.126
H -0.005 0.132 0.188
H -0.008 -0.249 0.013
H 0.169 0.117 0.202
H 0.114 -0.199 0.109
H -0.008 -0.084 -0.226
H 0.030 0.107 -0.238
H -0.218 -0.063 -0.035
H 0.287 -0.229 -0.119
H 0.002 0.340 0.161
H -0.268 -0.175 0.081
H 0.302 0.109 0.283
H -0.544 0.240 0.143
O 0.048 0.146 0.269
S -0.182 -0.055 -0.705
O 0.130 0.079 0.253
O 0.211 -0.197 0.099
C 0.027 0.271 -0.249
C -0.046 -0.424 -0.084
O -0.187 0.200 0.061
H 0.013 -0.007 0.008
H -0.071 -0.092 0.174
H 0.112 0.144 0.112
H -0.006 0.012 -0.007

(2)
# C21H39AlN3O13PS

A structure of composition C21H39AlN3O13PS at a distorted geometry (ωB97M-V/def2-TZVPD, OMol25).

The HOMO energy is -6.28 eV. The value obtained for the total energy is -80198.848 eV.

CARTESIAN COORDINATES (ANGSTROEM)
O  -0.012253  -4.333466  2.730208
C  -0.094391  -3.223799  1.944998
N  -0.006020  -2.468563  0.768964
N  0.246397  -1.173460  1.194343
C  -0.875101  -0.215999  0.840311
C  -2.135302  -0.932830  0.041657
O  -2.980623  -1.678513  0.797097
O  -2.395574  -0.779163  -1.420320
P  1.767362  -0.720860  0.311404
O  2.094069  0.839279  0.424350
O  1.555321  -1.070936  -1.394092
O  3.043735  -1.698835  1.061771
H  -1.320623  0.200158  1.859905
H  -0.493627  0.650834  0.140724
H  1.487501  -2.084771  -1.448159
H  2.588185  -2.479984  1.533123
Al  1.019377  -4.658121  4.451703
C  -4.719527  0.788193  5.046590
S  -2.965009  0.350838  5.107452
O  -2.245856  1.236043  4.133697
C  -3.145794  -1.274839  4.332894
H  -4.838998  1.796856  5.450969
H  -5.075614  0.769590  4.013493
H  -5.294335  0.086318  5.655209
H  -3.596701  -1.169794  3.343234
H  -3.769811  -1.912232  4.963931
H  -2.154589  -1.722772  4.234271
C  0.489336  3.446480  -0.799980
O  -0.071611  2.252159  -0.915754
H  0.823434  3.940225  -1.728344
H  -0.118694  4.249126  -0.349290
H  1.405861  3.517553  -0.189875
C  -3.887328  -3.005314  8.615307
C  -3.029678  -4.011233  8.812510
C  -1.573081  -3.777019  8.864274
O  -0.787246  -4.697414  9.042734
C  -1.101342  -2.388719  8.691396
C  -1.958992  -1.382800  8.494193
C  -3.415589  -1.617013  8.442429
O  -4.201424  -0.696618  8.263969
H  -4.958603  -3.159933  8.573924
H  -3.360028  -5.034940  8.941781
H  -0.030067  -2.234100  8.732778
H  -1.628641  -0.359093  8.364922
C  -4.048128  0.763927  -3.763579
C  -5.179673  -0.076102  -4.381901
O  -5.150988  0.139139  -5.687071
H  -4.185864  1.836835  -3.948224
H  -4.030032  0.619339  -2.677027
H  -3.062970  0.471682  -4.148663
H  -6.086068  0.206242  -3.823767
H  -5.010954  -1.100829  -4.015684
C  3.756737  -1.165995  -7.319647
C  2.814170  -1.845236  -6.341673
O  3.044951  -1.477204  -4.984355
C  2.875549  -0.099648  -4.660248
C  1.463751  0.406618  -4.898458
H  4.798260  -1.307822  -7.014914
H  3.622506  -1.573110  -8.326449
H  3.575061  -0.088511  -7.367352
H  2.969359  -2.927600  -6.399403
H  1.768513  -1.667518  -6.612107
H  3.610036  0.510353  -5.195223
H  3.107656  -0.000980  -3.593447
H  1.217630  0.419860  -5.964536
H  1.353547  1.426616  -4.517450
H  0.731255  -0.238266  -4.401441
C  4.662362  3.724352  -1.849006
O  3.705803  4.046073  -1.155992
N  4.812545  4.013037  -3.188612
C  5.978228  3.595087  -3.938946
C  3.773039  4.757516  -3.868904
H  5.509678  3.155450  -1.432271
H  6.477135  4.481960  -4.339772
H  5.656430  2.950468  -4.761803
H  6.678654  3.044977  -3.304677
H  3.649183  5.726944  -3.376909
H  2.832515  4.203090  -3.796743
H  4.031615  4.908740  -4.920445

Force components x, y, z for each atom (eV/Å):
O -0.434 6.581 -3.893
C 0.736 -3.539 -3.384
N -1.050 -6.087 8.105
N 1.951 3.160 -2.062
C -2.030 1.451 -0.865
C -4.534 -2.512 -2.913
O 4.427 3.436 -2.815
O 2.251 -0.271 7.761
P 1.905 5.774 -0.957
O -1.197 -6.695 -0.115
O 0.557 -2.150 4.286
O -4.016 -0.219 -0.736
H 1.010 -0.869 -2.187
H -0.532 -1.502 1.529
H 0.024 1.930 -0.349
H 1.059 1.671 -1.132
Al -0.207 -0.003 -0.204
C -0.108 0.030 -0.063
S 0.103 0.319 -0.345
O -0.315 -0.534 0.372
C -0.188 0.036 -0.101
H 0.164 -0.175 -0.025
H 0.176 -0.029 0.043
H 0.128 0.040 0.018
H 0.148 -0.003 -0.052
H 0.024 0.074 0.048
H -0.030 0.154 0.020
C -0.492 1.408 -0.675
O 0.106 0.038 0.000
H 0.348 -0.618 -0.492
H -0.547 -0.304 0.658
H 0.427 -0.625 0.302
C 0.069 -0.477 0.048
C -0.434 0.143 -0.054
C 0.495 -0.547 0.169
O -0.407 0.492 -0.212
C -0.114 0.395 -0.098
C 0.497 -0.069 0.027
C -0.662 0.772 -0.120
O 0.539 -0.696 0.097
H 0.016 0.038 0.003
H 0.041 0.023 0.013
H -0.012 -0.018 0.037
H -0.064 -0.018 -0.018
C 1.901 1.451 0.551
C -1.267 -0.880 0.112
O 0.003 -0.114 0.692
H -0.164 -0.340 -0.213
H -0.177 -0.445 -0.005
H -0.410 -0.052 0.020
H -0.329 0.685 -0.433
H 0.675 -0.335 -0.519
C 0.043 0.258 -0.018
C 0.079 0.017 0.130
O 0.090 -0.166 -0.001
C -0.181 -0.002 0.181
C -0.121 -0.059 -0.222
H -0.114 -0.076 -0.039
H 0.011 0.028 0.123
H -0.017 -0.086 -0.070
H -0.009 0.131 0.238
H 0.009 0.082 -0.043
H 0.010 0.044 -0.115
H 0.009 -0.240 -0.185
H 0.018 0.073 0.059
H 0.003 -0.158 0.021
H 0.138 0.162 0.048
C -0.531 0.349 -0.388
O 0.733 -0.061 -0.820
N 0.106 -0.400 1.263
C -0.243 0.116 0.012
C -0.208 0.018 0.264
H 0.029 0.002 -0.117
H 0.136 -0.170 -0.089
H 0.232 0.003 -0.035
H -0.175 0.098 -0.040
H -0.144 -0.057 -0.163
H -0.004 0.200 -0.090
H 0.040 -0.086 0.222

Results for frontier orbital gap: 9.19 2.14 (in eV, following the order of the records).